a) Entry from OMol25: C4H4Cl2S in the gas phase (ωB97M-V/def2-TZVPD).

The geometry in XYZ format:
```
11
Properties=species:S:1:pos:R:3
C -0.5263 0.8900 -0.4820
C 0.0985 0.9661 -1.6069
C -0.3222 -0.1015 0.6313
C 1.8133 -1.0443 -0.7819
S 0.4310 -1.6630 -0.0365
Cl 0.4719 1.9363 -2.9230
Cl 2.7852 0.1620 -0.1212
H -1.4030 1.4567 -0.4578
H 0.3756 0.1004 1.5243
H -1.2629 -0.5091 1.1313
H 2.1312 -1.3278 -1.7869
```

Summary:
HOMO (spin up / spin down) (eV): -8.26 / -7.51

Results of the Mulliken charge analysis, in e, for atoms 1 through 2: -0.0580 -0.1266

b) Entry from OMol25: a 2-piece molecular cluster, C4H4Cl2S overall (ωB97M-V/def2-TZVPD).

The geometry in XYZ format:
```
11
Properties=species:S:1:pos:R:3
C -1.7834 0.6722 1.5993
C 2.2404 -0.3749 -1.7715
C -2.0073 -0.1219 0.5360
C 1.9495 0.0278 -0.5691
S -0.8705 -1.0018 -0.4294
Cl -3.6065 -0.5588 0.1013
Cl 2.5695 0.6218 0.7898
H -2.6135 1.2033 2.1344
H -0.7378 0.8317 2.1083
H 3.3914 -0.4115 -2.1457
H 1.4682 -0.8877 -2.3534
```

Summary:
HOMO (spin up / spin down) (eV): -8.10 / -8.09

Results of the Mulliken charge analysis, in e, for atoms 1 through 2: -0.6593 -0.2795

c) Entry from OMol25: a 2-piece molecular cluster, C4H4Cl2S overall (ωB97M-V/def2-TZVPD).

The geometry in XYZ format:
```
11
Properties=species:S:1:pos:R:3
C -2.3806 0.7171 -0.8484
C 2.1488 -0.8880 1.0173
C -1.2947 0.3130 -0.2035
C 1.8431 -0.3218 -0.1254
S -0.5311 -1.1361 -0.6871
Cl -0.7356 1.1357 1.2482
Cl 2.1745 0.7427 -1.2039
H -2.9773 1.5214 -0.4989
H -2.7501 0.0604 -1.5520
H 3.1284 -0.6695 1.5110
H 1.3746 -1.4748 1.3427
```

Summary:
HOMO (spin up / spin down) (eV): -8.28 / -8.28

Results of the Mulliken charge analysis, in e, for atoms 1 through 2: -0.7619 -0.1855

Order from most stable to least stable according to the calculation: c), a), b)

a) Entry from OMol25: a 9-piece molecular cluster, H19O9 overall (ωB97M-V/def2-TZVPD).

The geometry in XYZ format:
```
28
Properties=species:S:1:pos:R:3
O -0.6314 -2.5187 2.8754
H 1.6172 -1.2185 1.4257
H -0.4108 1.1305 -0.1431
O -0.0899 4.3800 0.9167
H -0.3411 3.9975 -2.7614
O -0.7459 -3.7348 0.1737
H 0.5011 4.3063 0.1492
H -0.6919 -4.3292 -0.5680
O 2.4341 1.0452 -0.6934
H 2.7312 1.1955 -1.6026
H 2.7209 0.1331 -0.5254
O -0.1385 1.7120 1.4921
H 0.7427 2.0586 1.3111
H -0.6740 2.4450 1.8121
O -0.6674 3.4820 -2.0109
H -0.7248 -4.3954 0.8767
H -1.5449 3.2490 -2.3392
O -0.1625 0.3477 -0.7268
H -1.5317 -2.2046 2.9438
H 0.8265 0.5691 -0.7542
O 1.2314 -1.3793 0.5601
H 0.7108 -2.1955 0.5866
H -0.0785 -0.5082 -0.2203
O -0.9920 -3.1224 -2.4227
H -1.5072 -2.4141 -2.8121
H -1.4650 -3.3913 -1.6275
H -0.2516 -2.8035 3.7083
H -0.8670 4.1638 0.3761
```

Summary:
HOMO (eV): -14.33
Total charge: +1

Results of the Mulliken charge analysis, in e, for atoms 1 through 2: -0.5583 0.3375

b) Entry from OMol25: a 9-piece molecular cluster, H19O9 overall (ωB97M-V/def2-TZVPD).

The geometry in XYZ format:
```
28
Properties=species:S:1:pos:R:3
O -0.1519 -1.8828 -3.4081
H 0.0073 2.2398 1.9708
H -0.6815 -1.1050 4.5925
O -1.9296 0.5532 -0.4395
H 3.5921 0.0200 -1.7775
O -2.4224 -1.3201 2.0465
H 1.1625 1.4873 -0.9347
H -3.0401 -1.3790 2.7906
O 1.4517 0.9711 -0.1187
H -2.7161 -1.9586 1.3926
H 0.6946 0.3408 0.0563
O 2.9367 -0.6102 -1.4318
H 0.6238 -2.0560 -0.1910
H 2.4555 -0.9021 -2.2209
O 0.1484 -1.2938 0.1243
H 2.0845 0.1965 -0.5338
H -1.5913 0.9595 -1.2464
O 0.5450 2.4971 -2.0367
H 0.1090 -1.3547 -4.1860
H 0.1724 2.7200 -2.8876
O 0.2938 1.3203 1.9550
H -0.4813 -1.1051 0.8310
H 0.3408 3.1013 -1.3021
O -0.4766 -0.4777 3.8837
H -0.3294 0.7293 2.3941
H -1.7220 -0.3800 -0.3706
H -1.0508 -1.5584 -3.2805
H -0.0251 0.2474 4.3286
```

Summary:
HOMO (eV): -14.13
Total charge: +1

Results of the Mulliken charge analysis, in e, for atoms 1 through 2: -0.6165 0.2730

Order from most stable to least stable according to the calculation: a), b)

a) Entry from OMol25: C9H16N2 in the gas phase (ωB97M-V/def2-TZVPD).

The geometry in XYZ format:
```
27
Properties=species:S:1:pos:R:3
C -0.7508 1.3230 -3.0404
C 0.1171 0.3957 -2.5563
C 0.8155 0.5869 -1.2780
C 0.7719 -0.6682 -0.3283
C 1.7168 -0.5720 0.8773
C 1.3949 0.5930 1.8747
C 0.0884 0.5267 2.5694
C -1.0473 0.9232 1.6073
N -1.5370 -0.2765 0.7927
C -0.7091 -0.9414 0.0577
N -1.1569 -1.9808 -0.7475
H -0.9321 2.2966 -2.5176
H -1.2449 1.1787 -4.0111
H 0.3143 -0.5163 -3.0766
H 0.4597 1.4313 -0.7303
H 1.8760 0.7121 -1.4669
H 1.0670 -1.5211 -0.8865
H 1.7699 -1.5544 1.3283
H 2.7583 -0.4247 0.4382
H 1.4824 1.5416 1.2749
H 2.1859 0.7289 2.6338
H -0.0906 -0.4537 2.9778
H 0.1895 1.3030 3.3842
H -0.7386 1.7652 1.0014
H -1.9404 1.3590 2.0371
H -0.5517 -2.7662 -0.8684
H -2.1323 -2.2808 -0.5358
```

Summary:
HOMO (eV): -8.82
SMILES: C=CC[C@H]1CCCCN=C1N

Results of the Mulliken charge analysis, in e, for atoms 1 through 2: -0.7736 -0.2455

b) Entry from OMol25: C9H16N2 in the gas phase (ωB97M-V/def2-TZVPD).

The geometry in XYZ format:
```
27
Properties=species:S:1:pos:R:3
H -0.9676 1.8608 -3.3098
N -0.6989 1.2782 -2.5688
C -1.3123 0.8268 -1.5684
C -0.7218 -0.2163 -0.6018
C -1.7784 -0.5137 0.4178
C -0.4544 -1.2634 -1.7689
C 0.5498 0.1483 0.1861
C 1.7199 0.2999 -0.8021
C 0.5001 1.3792 1.1677
C 1.1359 -0.9637 1.2673
C 1.1490 -0.7772 2.5564
N 1.4046 -0.3173 3.6431
H -2.3445 1.0876 -1.0918
H -1.3086 -0.8288 1.4648
H -2.5953 -1.2816 0.1598
H -2.4331 0.4108 0.7071
H -1.3865 -1.6907 -2.0970
H 0.0315 -2.1382 -1.3023
H 0.1466 -0.8892 -2.5321
H 1.4252 1.0422 -1.4672
H 1.9817 -0.6937 -1.3017
H 2.6724 0.5505 -0.4458
H 0.0407 2.1848 0.6473
H 1.4241 1.6032 1.5134
H -0.2243 1.1286 2.0143
H 1.2902 -1.7998 0.7206
H 0.7540 -0.4275 4.3921
```

Summary:
HOMO (eV): -8.63
SMILES: [H]/N=C/C(C)(C)C(C)(C)C=C=N

Results of the Mulliken charge analysis, in e, for atoms 1 through 2: 0.1878 -0.4652

Order from most stable to least stable according to the calculation: a), b)